No. 1
The following is a quantum chemistry calculation of a molecular structure, C29H76BaBr2Cl2N6O10V at a distorted geometry, from the OMol25 dataset.

Computed properties:
HOMO-LUMO gap = 0.2294 hartree
total energy = -252223.5017 eV
net charge = +1

Geometry as XYZ:
```
127
Properties=species:S:1:pos:R:3:forces:R:3:lowdin_charge:R:1
O 2.908053 4.886044 1.410600 -2.01 -0.55 -0.63 -0.34
V 1.645703 4.127974 0.758320 2.56 -1.03 -2.66 0.94
O 0.881463 5.145004 -0.190880 0.23 -0.47 1.32 -0.32
Ba -1.663737 2.375584 2.271590 -0.09 -1.62 -0.73 1.91
O -1.742747 -0.195176 0.826500 1.78 2.01 -0.20 -0.47
C -0.872487 0.023514 -0.311070 -1.51 0.36 0.90 -0.30
C 0.383893 1.017114 -0.276650 0.96 -0.71 0.45 -0.29
O 0.457423 2.269364 0.432830 -0.92 1.30 0.83 -0.55
H -1.527357 0.265254 -1.148220 -0.04 0.81 -0.36 0.06
H -0.531047 -0.957536 -0.641300 0.96 -0.14 0.08 0.08
H 0.717893 1.154104 -1.305130 -0.57 0.36 -0.58 0.10
H 1.260383 0.475594 0.079200 -0.02 -0.72 0.50 0.06
Br -2.009497 4.659214 -3.887910 1.35 -0.14 -0.03 0.62
C -0.509057 3.377524 -4.234290 -0.93 -1.00 -0.72 -0.61
C -1.145697 2.269034 -5.125180 -0.26 1.15 0.65 -0.63
Br -2.640497 1.408284 -4.124690 0.87 -0.24 -0.49 0.55
H -0.088167 2.951944 -3.323340 -0.46 0.27 0.24 0.04
H 0.319653 3.841364 -4.769270 -0.35 0.40 -0.06 0.06
H -0.415057 1.556044 -5.507150 -0.22 -0.24 0.41 0.05
H -1.642527 2.760384 -5.961750 0.06 -0.22 0.02 0.04
C -6.274347 2.119414 1.398360 -0.90 0.41 -0.19 -0.07
C -5.055727 1.453044 0.790000 -1.45 2.40 0.45 -0.43
C -4.236177 2.407344 -0.157470 0.16 -0.60 0.41 -0.11
O -3.320417 3.376524 0.496490 -0.89 -1.24 0.65 -0.43
C -2.716397 4.239224 -0.445060 -0.06 0.08 -1.19 -0.15
N -4.293007 0.930084 1.907040 1.12 -0.46 -0.84 -0.01
H -6.802427 1.458814 2.086000 0.33 -0.20 0.23 0.08
H -7.032687 2.287174 0.633580 0.09 0.45 -0.17 0.08
H -6.062827 3.047094 1.930120 0.08 0.03 -0.07 0.08
H -5.525177 0.700584 0.156330 0.72 -0.40 -0.41 0.12
H -4.840057 3.007234 -0.838320 -0.46 -0.19 0.22 0.13
H -3.701347 1.684174 -0.773170 0.85 0.39 -0.19 0.10
H -2.079707 5.017464 -0.024250 0.07 -0.34 0.65 0.09
H -3.474097 4.788824 -1.003560 -0.18 -0.11 -0.11 0.09
H -2.133627 3.643734 -1.147820 0.11 0.12 -0.10 0.05
H -4.807317 0.137564 2.264100 -0.48 0.06 0.72 0.09
H -3.577367 0.396394 1.434660 1.31 -0.47 -0.16 -0.01
C -0.099097 -6.343336 1.480100 0.70 -0.08 -0.60 -0.05
C -0.199967 -4.871156 1.775120 0.59 0.13 0.42 -0.44
C -0.004907 -3.902686 0.603400 0.91 -0.25 0.16 -0.17
O 1.371373 -3.948186 0.149960 -1.26 -1.01 0.67 -0.19
C 1.620853 -3.037146 -0.878550 0.05 0.29 0.57 -0.14
N -1.452917 -4.579536 2.430310 0.01 0.77 -0.05 0.04
H -0.739887 -6.623946 0.644200 0.03 -0.05 -0.15 0.09
H -0.404967 -6.939916 2.339530 0.13 0.09 0.07 0.08
H 0.945963 -6.546206 1.246020 -0.08 -0.47 -0.23 0.08
H 0.632683 -4.608296 2.427560 -0.05 -0.01 0.47 0.12
H -0.198527 -2.890646 0.958900 -0.27 0.21 0.06 0.10
H -0.703037 -4.140136 -0.199310 0.01 0.00 -0.41 0.10
H 0.753513 -2.942986 -1.531960 0.38 -0.22 -0.39 0.01
H 2.559263 -3.342786 -1.341240 -0.31 -0.03 -0.48 0.10
H 1.788593 -2.052946 -0.441160 0.02 0.53 0.05 0.06
H -1.579087 -5.041626 3.319500 0.08 -0.21 -0.12 0.10
H -2.186907 -4.853336 1.792820 -0.38 -0.32 0.27 0.06
C 5.061153 2.033524 3.227660 0.46 0.48 -0.17 -0.03
C 4.300093 1.922394 1.921920 1.08 1.12 -0.11 -0.41
C 4.631263 0.687424 1.074360 -0.46 0.65 -0.10 -0.11
O 3.929313 0.872884 -0.149530 -1.13 2.18 2.26 -0.25
C 4.176993 0.019824 -1.143530 0.42 -1.92 -1.93 -0.14
N 2.881193 2.114354 2.102310 -1.37 -0.75 -0.08 0.04
H 5.094843 1.114764 3.813200 -0.01 0.06 0.04 0.09
H 4.693083 2.876824 3.812020 -0.55 -0.25 0.17 0.09
H 6.059343 2.409364 3.003010 0.34 -0.62 -0.01 0.09
H 4.542683 2.838144 1.382790 0.70 -0.18 -0.52 0.11
H 4.225683 -0.194046 1.570970 0.25 -0.31 0.10 0.12
H 5.684813 0.586604 0.813640 0.24 0.00 0.50 0.14
H 5.130763 0.238184 -1.623870 0.33 -0.18 -0.19 0.10
H 3.387593 0.116344 -1.888940 -0.06 0.01 -0.09 0.09
H 4.168133 -1.014316 -0.799180 0.11 -0.30 -0.05 0.09
H 2.438293 1.552944 1.389040 -0.51 -0.10 -0.37 0.04
H 2.575483 1.658414 2.950110 0.29 0.25 0.23 0.05
C 1.067333 -0.156886 5.212290 -0.17 0.08 1.45 -0.06
C 0.864583 -0.087796 3.746690 0.17 -0.64 -0.13 -0.42
C 1.431063 -1.277296 2.923350 0.68 0.40 0.97 -0.15
O 2.812213 -1.497326 3.235440 -0.73 1.28 0.05 -0.19
C 3.311703 -2.607946 2.559370 0.54 -0.56 -0.14 -0.11
N -0.605247 0.032704 3.535430 0.83 0.02 -0.38 -0.06
H 0.703843 0.742384 5.709560 -0.17 0.36 -0.26 0.08
H 2.098033 -0.221766 5.560940 -0.05 -0.63 -0.25 0.09
H 0.389273 -0.918316 5.597720 0.56 -0.51 0.38 0.09
H 1.433313 0.790974 3.442710 -0.83 -0.01 -0.45 0.09
H 1.292263 -0.988786 1.881420 0.07 -0.33 -0.42 0.11
H 0.947673 -2.231176 3.134410 -0.71 0.07 -0.02 0.13
H 4.359253 -2.729136 2.835140 -0.03 0.04 0.06 0.10
H 3.251663 -2.505446 1.475860 -0.10 0.06 -0.20 0.07
H 2.774243 -3.514726 2.836820 -0.10 -0.16 0.01 0.09
H -0.794387 -0.357256 2.623150 -0.34 0.27 -1.45 0.00
H -1.025637 -0.727186 4.051120 -0.23 0.04 0.90 0.08
C 5.178943 4.261334 -1.380650 -0.18 -0.07 -1.09 -0.03
C 3.884403 3.944134 -2.187350 2.25 1.59 0.16 -0.38
C 4.148533 3.092864 -3.457980 0.10 -0.95 0.28 -0.16
O 2.977903 2.482044 -3.943080 -2.09 0.43 -0.03 -0.22
C 3.069503 1.303724 -4.734780 1.46 0.44 0.06 -0.07
N 3.050723 3.340564 -1.215020 -3.04 -0.74 0.67 0.08
H 5.648673 3.351464 -1.007040 0.18 -0.27 -0.41 0.07
H 4.949753 4.806324 -0.464930 -0.20 0.43 -0.35 0.07
H 5.842413 4.812114 -2.047400 0.38 0.02 0.44 0.09
H 3.494293 4.906174 -2.519620 -0.43 -0.02 0.15 0.15
H 4.813023 2.274214 -3.181690 0.63 0.04 -0.01 0.12
H 4.552183 3.686594 -4.278140 0.49 0.23 0.27 0.14
H 2.221083 1.136294 -5.398290 -0.52 0.15 0.80 0.08
H 3.314893 0.484034 -4.059510 -0.35 -0.43 -0.29 0.07
H 3.877983 1.377324 -5.462120 0.46 0.14 0.07 0.09
H 2.282803 2.987294 -1.767830 -0.85 -0.33 0.14 0.08
H 3.480203 2.497404 -0.861850 0.39 -0.31 0.39 0.06
C -4.821377 -4.253486 0.793070 -1.07 -0.45 -0.15 -0.07
C -3.854817 -3.155876 0.350060 -0.74 -0.85 1.08 -0.39
C -4.608707 -2.028086 -0.424530 -0.32 -0.33 -0.12 -0.20
O -5.167337 -2.476566 -1.647980 -0.30 0.02 -1.11 -0.18
C -5.882447 -1.445976 -2.364530 0.16 -0.41 0.62 -0.08
N -3.234867 -2.590876 1.571580 -0.55 1.62 -1.31 0.04
H -4.429377 -5.049836 1.425730 0.81 0.04 -0.19 0.06
H -5.306767 -4.754436 -0.044520 0.10 0.04 -0.21 0.08
H -5.635187 -3.909956 1.431660 -0.05 0.69 -0.10 0.08
H -3.111537 -3.668396 -0.260640 0.18 0.31 -0.65 0.12
H -4.004097 -1.144936 -0.630930 0.64 0.05 0.16 0.10
H -5.459127 -1.679466 0.161430 -0.03 0.02 0.70 0.12
H -6.681097 -1.022786 -1.755300 0.05 0.19 0.42 0.08
H -6.411417 -1.807066 -3.246520 0.43 -0.69 0.08 0.09
H -5.222697 -0.648846 -2.707190 0.27 0.14 0.15 0.07
H -2.390097 -3.047206 1.884990 -0.33 -0.88 0.17 0.00
H -2.783927 -1.788366 1.155950 0.21 1.18 0.38 0.00
C -1.152067 -2.966816 -3.606160 0.27 -0.40 0.27 -0.95
Cl -0.827307 -4.677966 -3.237870 -0.28 0.01 -0.26 0.52
Cl 0.423223 -2.200706 -4.057350 -0.98 0.16 0.11 0.48
H -1.880527 -2.859326 -4.409830 0.42 -0.15 -0.07 0.04
H -1.594487 -2.586036 -2.685630 0.47 0.52 -0.15 0.01
```
Forces are in eV/Å.

No. 2
The following is a quantum chemistry calculation of a molecular structure, C20H44IN3O at a distorted geometry, from the OMol25 dataset.

Computed properties:
HOMO-LUMO gap = 0.0995 hartree
total energy = -36058.6160 eV
net charge = 0
energy above the lowest of the compared OMol25 structures with the same formula, charge and spin = 11.6323 eV

Geometry as XYZ:
```
69
Properties=species:S:1:pos:R:3:forces:R:3:lowdin_charge:R:1
C 3.571109 4.561557 1.390573 0.38 -0.54 -0.54 -0.16
C 2.614880 3.402694 0.659449 0.92 0.31 0.83 -0.27
C 3.360990 3.018325 -0.748657 -0.29 0.89 -0.05 -0.24
C 2.380186 2.419124 -1.917145 -0.06 0.59 0.25 -0.21
C 1.597911 1.032253 -1.528829 -0.51 0.19 -0.96 -0.22
C 2.342425 -0.346951 -2.010073 0.55 -0.23 -0.60 -0.20
C 3.759623 -0.662579 -1.192002 -0.75 1.74 -0.02 -0.18
C 3.458717 -0.817587 0.407556 0.85 0.26 0.77 -0.22
C 3.680440 -2.310649 1.033933 0.32 0.20 0.31 -0.22
C 3.491804 -3.556499 -0.008649 0.37 -0.73 0.40 -0.23
C 2.005688 -3.695843 -0.681992 0.04 -0.72 0.19 -0.22
C 0.798111 -2.931799 0.120542 -1.32 -1.03 -0.91 -0.23
C -0.623302 -3.406880 -0.622160 0.92 0.93 0.62 -0.20
C -1.959780 -2.788977 0.116670 1.58 -0.19 -2.06 -0.42
C -2.824389 -1.888561 -0.957664 -0.18 1.02 0.14 -0.26
C -2.823840 -0.260012 -0.594218 2.14 -2.31 -1.96 -0.16
N -3.112948 -0.003116 0.860059 1.73 4.78 1.37 -0.04
C -4.527310 0.422237 1.143227 -0.90 0.57 1.78 -0.13
C -5.021496 1.802289 0.414345 -1.81 -0.92 -1.35 -0.34
C -6.469510 1.428327 -0.334677 -0.24 -0.12 -0.26 -0.07
O -5.267817 2.933491 1.363995 2.81 -0.38 -1.99 -0.12
C -2.069267 0.834784 1.551687 0.60 -3.48 -2.06 -0.19
N -0.758487 0.113605 1.926923 -2.98 1.22 -0.06 0.11
N -2.132055 2.173101 1.845158 -0.61 -0.35 0.60 0.16
H 3.447549 4.578584 2.560643 0.10 0.13 -2.41 0.07
H 4.689255 4.229085 1.155515 -2.31 0.85 0.62 0.08
H 3.406052 5.638417 0.902699 0.29 -2.42 1.20 0.09
H 2.584582 2.482835 1.402001 0.01 1.73 -1.65 0.10
H 1.518545 3.797641 0.553183 2.04 -0.72 -0.09 0.10
H 3.809230 4.035466 -1.179193 -0.92 -2.14 0.88 0.12
H 4.285137 2.344430 -0.485816 -1.88 1.11 -0.63 0.10
H 1.531787 3.235461 -2.114540 1.91 -1.63 0.44 0.12
H 3.024358 2.360329 -2.905943 -1.45 -0.22 1.92 0.12
H 0.551992 1.062320 -2.103591 2.18 -0.12 1.19 0.11
H 1.335310 1.087391 -0.389736 0.64 -0.32 -1.98 0.08
H 2.630697 -0.227326 -3.161009 -0.70 -0.11 2.41 0.12
H 1.589457 -1.260111 -1.972529 1.60 1.93 0.13 0.08
H 4.396460 -1.516068 -1.674626 -1.50 1.44 1.07 0.11
H 4.404465 0.334159 -1.320285 -1.32 -2.22 0.18 0.10
H 4.230549 -0.098986 0.966927 -1.72 -1.51 -1.09 0.11
H 2.390721 -0.441904 0.749711 2.15 -0.68 -1.13 0.08
H 4.786364 -2.328510 1.482632 -2.42 -0.22 -0.99 0.12
H 2.925590 -2.408514 1.953443 1.71 -0.02 -2.04 0.11
H 3.698332 -4.551662 0.616321 -0.43 2.17 -1.28 0.11
H 4.318428 -3.563109 -0.865074 -1.74 0.21 1.92 0.11
H 1.736196 -4.858605 -0.656393 0.48 2.54 -0.08 0.12
H 2.036685 -3.427277 -1.844716 -0.20 -0.27 2.64 0.12
H 0.708126 -3.276732 1.256804 0.49 0.86 -2.40 0.13
H 0.816663 -1.761462 0.020941 0.29 -2.23 0.35 0.07
H -0.520589 -3.013515 -1.744629 -0.35 -1.15 2.29 0.11
H -0.678758 -4.582883 -0.565258 0.15 2.34 -0.39 0.12
H -1.745374 -2.254342 1.139104 -0.34 -0.90 -2.12 0.07
H -2.649204 -3.725544 0.380419 2.90 2.28 -0.92 -0.28
H -3.964878 -2.222289 -1.005328 2.60 0.58 0.27 0.00
H -2.404041 -1.959900 -2.053788 -0.60 0.12 2.13 0.11
H -1.731605 0.164335 -0.812156 -2.32 -0.86 0.34 0.12
H -3.558409 0.231881 -1.358370 1.09 -0.42 1.96 0.13
H -4.591871 0.625190 2.317747 0.06 -0.44 -2.54 0.15
H -5.238461 -0.512556 0.952666 1.79 1.94 0.08 0.12
H -4.286896 2.116177 -0.453911 -1.25 -0.50 1.93 0.14
H -7.239257 2.310692 -0.306735 1.73 -1.53 0.01 0.09
H -6.291221 1.142799 -1.470214 -0.22 0.59 2.37 0.09
H -6.998560 0.497757 0.154560 1.18 1.89 -0.82 0.09
H -4.481478 3.556842 1.173848 -2.11 -1.34 0.71 0.10
H -0.966025 -0.713302 2.530408 0.09 0.57 -1.28 0.09
H -0.227495 -0.152916 1.067740 -0.65 0.22 0.85 0.06
H -2.180704 2.450231 2.850559 0.94 -0.21 -1.29 0.15
H -2.130133 2.951110 1.135436 -0.84 -1.67 0.93 0.15
I -4.439257 -3.847953 0.882482 -4.71 -1.35 1.91 0.09
```
Forces are in eV/Å.